ORCA calculation (ωB97M-V with the def2-TZVPD basis set) on a molecular structure, C36H66BrN11Ti.

Geometry as XYZ:
```
115
Properties=species:S:1:pos:R:3:forces:R:3:mulliken_charge:R:1
Ti -0.447 -0.470 0.081 0.278 -0.106 -0.772 0.531
C -0.951 3.684 -1.215 0.091 -0.046 0.037 -1.594
N -1.673 2.861 -0.214 -0.189 0.049 -0.057 1.441
C -2.207 3.683 0.881 -0.021 0.024 -0.006 -1.076
C -2.489 1.866 -0.760 0.157 0.061 0.081 -1.927
N -1.903 0.668 -0.977 0.206 -0.176 -0.026 1.235
C -2.381 -0.142 -2.112 -0.140 0.081 0.140 -1.088
C -2.857 -1.469 -1.581 0.029 -0.073 0.057 -1.328
N -1.871 -2.022 -0.587 0.013 -0.007 0.090 0.534
C -1.122 -3.123 -1.235 -0.031 0.018 -0.007 -2.050
C -0.146 -2.535 -2.218 -0.012 -0.109 -0.018 -0.361
N 0.464 -1.263 -1.722 -0.192 -0.050 0.422 1.966
C 1.406 -0.842 -2.649 -0.054 0.094 -0.313 -2.146
N 1.648 0.450 -2.888 0.059 -0.102 0.040 0.705
C 0.655 1.492 -2.719 0.029 0.022 0.048 -0.606
C 2.864 0.902 -3.578 -0.011 -0.088 -0.008 -1.252
N 2.034 -1.725 -3.462 0.039 0.120 0.103 0.688
C 2.697 -2.954 -3.044 0.092 0.007 -0.030 -0.887
C 2.088 -1.519 -4.919 0.044 0.082 0.020 -1.212
C -2.576 -2.504 0.631 0.022 -0.033 -0.106 -1.802
C -2.869 -1.318 1.515 -0.009 0.065 -0.040 -0.528
N -1.670 -0.439 1.696 -0.253 0.108 0.415 1.249
C -1.786 0.357 2.831 0.046 -0.062 0.034 -1.097
N -0.718 0.740 3.563 -0.067 -0.026 -0.014 0.746
C 0.354 -0.150 4.027 0.069 0.079 -0.069 -1.092
C -0.757 1.982 4.354 -0.031 -0.010 -0.002 -1.234
N -2.994 0.743 3.266 -0.032 0.052 0.017 0.740
C -3.324 0.790 4.704 0.011 0.004 -0.019 -1.138
C -4.115 1.148 2.421 0.026 -0.057 0.009 -1.324
N -3.756 2.144 -1.060 -0.051 -0.012 0.084 0.580
C -4.851 1.170 -1.101 -0.013 0.034 0.082 -1.210
C -4.215 3.508 -1.396 0.020 -0.023 -0.084 -1.162
H -1.006 3.228 -2.199 -0.036 0.023 -0.018 0.693
H -1.407 4.673 -1.283 0.015 0.000 0.024 0.559
H 0.092 3.806 -0.934 0.017 0.002 -0.002 0.016
H -2.503 3.052 1.716 -0.003 0.006 -0.006 -0.009
H -3.040 4.325 0.602 -0.004 0.026 -0.028 0.372
H -1.407 4.335 1.221 0.000 -0.017 0.007 0.466
H -1.550 -0.269 -2.805 -0.024 0.000 -0.024 0.277
H -3.187 0.349 -2.651 0.066 0.031 -0.096 0.945
H -3.014 -2.198 -2.375 0.020 0.019 -0.023 0.563
H -3.807 -1.354 -1.068 0.006 -0.020 -0.006 0.665
H -1.821 -3.787 -1.747 0.005 -0.022 0.017 0.492
H -0.629 -3.712 -0.472 0.005 0.016 0.021 0.639
H -0.636 -2.339 -3.176 0.000 0.016 -0.006 0.561
H 0.596 -3.306 -2.407 -0.075 0.031 0.021 0.354
H 0.013 1.561 -3.602 0.010 0.018 -0.008 0.378
H 1.167 2.441 -2.592 0.021 -0.020 0.004 0.584
H 0.043 1.320 -1.842 0.047 0.012 -0.055 -0.400
H 2.692 1.063 -4.642 -0.004 -0.011 -0.017 0.391
H 3.664 0.180 -3.443 0.010 -0.035 -0.008 0.364
H 3.160 1.851 -3.140 0.030 0.023 0.051 0.543
H 2.774 -3.023 -1.967 -0.002 0.001 0.111 0.110
H 3.715 -2.944 -3.441 -0.013 -0.001 0.002 0.415
H 2.199 -3.842 -3.441 0.007 0.004 -0.010 0.383
H 1.428 -0.709 -5.217 -0.008 0.009 -0.003 0.324
H 1.740 -2.435 -5.395 0.001 -0.009 0.003 0.421
H 3.101 -1.317 -5.267 0.012 0.015 0.008 0.416
H -1.950 -3.244 1.116 0.003 -0.003 0.019 0.582
H -3.500 -3.012 0.345 -0.028 0.037 0.030 0.533
H -3.233 -1.658 2.486 -0.002 -0.030 -0.005 0.915
H -3.678 -0.752 1.056 -0.024 0.030 0.012 0.059
H 0.569 -0.937 3.320 0.035 0.057 0.001 0.401
H 0.077 -0.595 4.986 0.001 0.004 0.003 0.292
H 1.256 0.440 4.179 0.003 0.000 -0.015 0.362
H -1.511 2.660 3.966 -0.004 0.006 -0.011 0.341
H 0.218 2.455 4.274 0.009 -0.002 0.007 0.403
H -0.950 1.786 5.408 -0.005 -0.004 0.004 0.490
H -2.589 0.240 5.283 0.014 0.002 0.006 0.346
H -4.291 0.304 4.829 0.000 -0.002 0.003 0.410
H -3.402 1.813 5.069 0.000 0.003 0.005 0.431
H -3.783 1.312 1.401 -0.013 -0.042 -0.011 0.396
H -4.506 2.089 2.811 -0.003 0.000 -0.002 0.366
H -4.920 0.413 2.448 -0.010 -0.001 0.003 0.377
H -4.590 0.278 -0.543 -0.005 0.027 -0.004 0.286
H -5.135 0.910 -2.122 0.011 0.011 -0.003 0.365
H -5.716 1.629 -0.623 -0.007 0.002 -0.003 0.473
H -3.421 4.084 -1.860 0.004 0.010 0.077 0.321
H -4.613 4.031 -0.530 -0.058 -0.039 0.036 0.423
H -5.020 3.405 -2.119 0.031 -0.003 -0.059 0.424
C 6.203 0.170 -1.004 -0.017 -0.005 -0.021 -1.825
C 4.955 -0.602 -0.581 0.002 -0.020 0.012 1.282
C 5.303 -1.591 0.536 0.023 -0.008 -0.008 -1.335
C 3.794 0.303 -0.191 0.017 -0.009 -0.038 0.482
C 2.713 -0.178 0.530 -0.054 0.077 -0.130 -1.121
C 1.637 0.654 0.912 -0.100 0.189 0.008 0.117
C 1.730 2.054 0.713 0.098 -0.100 0.055 1.033
C 0.935 3.005 1.548 -0.009 0.024 0.036 -1.060
C 2.787 2.525 -0.051 -0.054 0.064 0.020 -1.267
C 3.790 1.672 -0.485 0.044 -0.027 -0.059 -0.543
H 7.011 -0.528 -1.218 -0.005 -0.001 0.000 0.435
H 6.547 0.833 -0.207 0.005 -0.003 0.004 0.427
H 6.052 0.765 -1.906 -0.007 0.006 0.008 0.389
H 4.616 -1.183 -1.452 -0.014 -0.039 -0.009 -0.437
H 5.603 -1.059 1.440 0.001 0.001 0.003 0.402
H 6.138 -2.217 0.227 0.000 0.004 0.003 0.452
H 4.482 -2.265 0.788 -0.010 -0.008 0.000 0.194
H 2.736 -1.194 0.881 -0.024 -0.059 -0.010 1.211
H 1.034 0.347 1.773 -0.078 -0.118 0.053 -0.853
H -0.046 2.615 1.796 -0.027 0.004 0.008 -0.255
H 0.843 3.986 1.087 -0.004 0.000 -0.024 0.537
H 1.487 3.161 2.480 -0.007 0.009 -0.012 0.623
H 2.903 3.593 -0.200 -0.010 -0.007 -0.004 0.550
H 4.639 2.103 -0.997 0.000 0.006 -0.027 0.622
Br 3.282 -5.160 0.146 0.001 0.040 -0.021 0.002
C 1.948 -4.236 1.079 0.010 0.017 -0.030 -0.359
C 1.455 -4.723 2.283 0.016 -0.017 0.003 -0.706
C 0.456 -3.997 2.907 -0.005 0.024 -0.005 -1.643
C -0.012 -2.838 2.319 -0.043 -0.056 -0.029 -0.230
N 0.454 -2.347 1.153 0.039 -0.024 0.088 2.091
C 1.431 -3.062 0.561 0.008 -0.023 0.094 -0.036
H 1.838 -5.641 2.711 0.001 0.002 -0.002 0.545
H 0.034 -4.329 3.846 -0.004 0.002 -0.001 0.587
H -0.803 -2.284 2.797 -0.010 -0.053 -0.029 0.579
H 1.799 -2.668 -0.368 0.035 0.007 -0.096 -0.709
```
Forces are in eV/Å.

- Strongest force on any atom: 0.83 eV Å⁻¹
- LUMO: -12.6 eV
- Net charge: +4
- Energy relative to the best compared isomer or geometry (same formula, charge and spin): 0.0 kcal per mole